{
  "formula": "C5H11BrO",
  "method": "ωB97M-V with the def2-TZVPD basis set",
  "e_lumo_ev": [-0.26, -0.26],
  "multiplicity": 1,
  "de_lowest_ev": 3.571,
  "charge": 0,
  "symbols": ["C", "C", "C", "C", "C", "O", "Br", "H", "H", "H", "H", "H", "H", "H", "H", "H", "H", "H"],
  "positions_angstrom": [[0.721781, -1.707380, -0.356194], [0.757694, -0.039101, 1.707160], [-0.660400, 0.812491, -1.736046], [0.636758, -0.265140, 0.232576], [-0.665416, 0.330149, -0.374653], [-0.692576, 2.331108, 0.577653], [-2.362305, -0.395323, 0.139771], [1.106939, -1.593340, -1.353911], [1.404807, -2.341127, 0.290198], [-0.282739, -2.199354, -0.299732], [0.531174, 0.846927, 2.185453], [-0.101762, -0.827094, 2.072701], [1.719254, -0.337124, 2.139950], [-0.690426, 0.056053, -2.480523], [0.037047, 1.554005, -1.895797], [-1.542870, 1.306800, -1.950868], [1.294395, 0.463275, -0.218086], [-1.211360, 2.004170, 1.320349]],
  "atomic_forces_ev_per_a": [[0.3, -0.1, 2.1], [-2.1, -5.4, 1.2], [-0.8, -0.5, -0.1], [-1.5, 1.9, -1.2], [0.3, 2.0, 2.9], [0.1, -3.0, -1.6], [0.5, 0.1, 0.1], [0.0, -0.5, -0.5], [-0.6, 0.8, -0.9], [0.9, 0.4, -0.3], [-0.7, 2.2, -0.1], [2.1, 1.7, 0.1], [-0.1, -0.4, -0.4], [0.7, -1.2, -0.6], [2.2, 1.1, -0.3], [-2.1, 1.1, 0.0], [0.9, -0.3, -0.6], [-0.1, 0.1, 0.1]],
  "nbo_charge": [-0.617, -0.589, -0.767, -0.340, 0.360, -0.866, 0.090, 0.222, 0.230, 0.225, 0.243, 0.183, 0.220, 0.241, 0.253, 0.250, 0.229, 0.431]
}